# 1
# C7H9N

A cluster of 2 separate species, C7H9N in total (the ωB97M-V functional and the def2-TZVPD basis, the Open Molecules 2025 dataset).

The multiplicity is 1. As for the energy relative to the best compared isomer or geometry (same formula, charge and spin): 252.71 kJ/mol. The total charge is 0. Its HOMO energy is -9.327 eV. Its structure (SMILES) is c1ccncc1.C=C. Its HOMO-LUMO gap is 10.2 eV.

The geometry in XYZ format:
```
17
Properties=species:S:1:pos:R:3:forces:R:3:lowdin_charge:R:1
C 0.0635 -0.7578 -0.4791 -0.49 2.53 -2.94 -0.185
C 1.2501 -1.3814 -0.1842 0.56 0.04 1.17 -0.068
C 2.2995 -0.6049 0.2983 -2.08 1.31 -1.00 -0.042
C 2.0902 0.7879 0.3547 2.56 0.03 1.10 -0.120
C 1.0048 1.4082 -0.0972 -4.37 -0.13 -1.90 -0.145
C -2.5254 -0.2668 0.7339 0.06 1.58 1.37 -0.122
C -3.4437 0.1968 -0.1172 0.97 0.28 0.03 -0.070
H -0.8442 -1.1861 -0.9809 1.14 -0.31 0.99 0.118
H 1.2921 -2.4371 -0.2791 0.34 -0.82 0.08 0.093
H 3.2328 -0.9977 0.5337 1.38 -0.72 0.50 0.083
H 2.8020 1.5119 0.6990 1.03 -0.40 0.52 0.093
H 0.7697 2.5796 -0.0620 0.80 -2.91 -0.29 0.152
H -2.5828 -1.0476 1.5033 -0.49 -0.36 -1.02 0.059
H -1.6638 0.3811 0.9728 -0.62 -0.33 -0.41 0.035
H -4.3187 -0.3438 -0.3994 -0.59 -0.32 0.07 0.029
H -3.2957 1.1704 -0.6274 0.09 -0.84 0.29 0.061
N 0.0249 0.5825 -0.6307 -0.29 1.39 1.43 0.028
```
Positions in Å, forces in eV/Å.

=====

# 2
# C2H33O15

A cluster of 15 separate species, C2H33O15 in total (the ωB97M-V functional and the def2-TZVPD basis, the Open Molecules 2025 dataset).

The multiplicity is 1. As for the energy relative to the best compared isomer or geometry (same formula, charge and spin): 106.65 kJ/mol. The total charge is -1. Its HOMO energy is -5.131 eV. Its HOMO-LUMO gap is 7.3 eV.

The geometry in XYZ format:
```
50
Properties=species:S:1:pos:R:3:forces:R:3:lowdin_charge:R:1
C -15.8836 3.2135 -2.1447 1.39 0.78 -0.42 -0.102
C -17.0421 2.4049 -1.6924 -0.82 -0.71 0.89 -0.445
O -17.1162 2.1622 -0.3115 0.21 0.71 -0.51 -0.344
H -15.6842 3.0867 -3.2088 0.01 -0.31 -0.16 0.074
H -14.9817 2.9566 -1.5892 0.12 0.04 -0.03 0.048
H -16.0411 4.2896 -2.0720 -0.14 0.06 0.46 0.053
H -17.0624 1.4633 -2.2411 0.27 -0.46 -0.17 0.066
H -17.8820 2.9528 -2.1196 -0.97 0.22 0.17 0.084
O -15.9421 -1.0978 -1.6124 -0.73 -0.47 -0.17 -0.043
H -15.3998 -1.3199 -2.3693 0.14 0.12 -0.22 0.022
H -15.4835 -0.3691 -1.1942 0.44 0.07 0.29 -0.021
O -16.8905 5.8839 -3.9867 0.21 -0.21 -0.84 -0.071
H -17.3570 6.2810 -3.2513 -0.34 0.13 0.67 -0.029
H -16.0212 6.2839 -3.9636 0.15 0.06 0.00 0.024
O -20.8034 2.4043 -2.7100 -0.19 -0.29 -0.06 -0.033
H -19.9270 2.3634 -3.0928 0.38 0.01 -0.01 0.023
H -21.1936 3.1927 -3.0873 -0.08 0.24 0.05 0.043
O -12.0117 4.3538 -1.4377 0.25 0.02 -0.31 -0.034
H -11.2545 3.9920 -0.9773 0.23 -0.09 0.17 0.051
H -12.6327 4.5730 -0.7429 -0.45 -0.03 0.18 0.052
O -12.7984 2.7578 -3.6973 0.29 -0.10 -0.50 -0.042
H -13.1389 3.5261 -4.1557 -0.26 0.09 -0.09 0.063
H -12.3582 3.1143 -2.9257 0.07 0.46 0.58 0.010
O -17.9053 6.7386 -1.5670 0.22 0.78 -0.39 -0.056
H -18.7554 6.9779 -1.1977 -0.22 -0.24 0.08 0.045
H -17.4164 6.3756 -0.8284 -0.07 -0.52 0.24 0.038
O -17.7401 -0.0419 -4.4132 0.05 -0.13 -0.44 -0.052
H -18.4406 0.5281 -4.7305 -0.16 0.10 -0.08 0.020
H -17.7074 0.1202 -3.4704 0.16 -0.12 0.48 -0.005
O -20.5071 1.8704 0.2135 -0.47 0.06 0.59 -0.066
H -19.6549 1.6692 0.6002 0.39 0.00 -0.09 -0.005
H -20.3630 1.8080 -0.7307 -0.02 0.03 -0.37 -0.011
O -14.3101 0.9112 -0.3401 0.64 -0.23 0.43 -0.057
H -14.0294 1.0386 -1.2463 0.24 -0.18 -0.41 -0.012
H -15.2280 1.1825 -0.3328 -1.08 0.76 0.46 -0.011
O -19.0910 -0.8166 -0.4305 -0.35 -0.31 -0.28 -0.057
H -18.2411 -0.3853 -0.5196 0.51 0.14 -0.02 -0.003
H -19.3452 -0.6604 0.4790 -0.02 0.11 0.19 0.019
O -13.5192 0.2999 -3.0694 -0.27 -0.93 0.36 -0.047
H -13.3702 1.2316 -3.2307 -0.01 0.74 -0.58 -0.030
H -12.6656 -0.1082 -3.2143 0.15 -0.13 0.01 0.047
O -17.1103 0.6895 2.0018 -0.13 -0.71 0.84 -0.065
H -17.4472 1.1923 2.7433 0.03 0.11 0.19 0.023
H -17.3114 1.2274 1.2359 0.17 0.60 -1.19 -0.045
O -15.2866 3.6192 1.6038 0.52 0.80 0.61 -0.076
H -15.8020 3.2551 0.8840 -0.81 -0.63 -0.78 -0.027
H -14.5198 3.0493 1.6621 0.04 -0.32 -0.02 0.016
O -18.8287 4.6431 0.1177 -0.30 1.10 0.08 -0.055
H -18.7909 4.6928 1.0729 -0.01 -0.18 0.19 0.038
H -18.3917 3.8190 -0.0972 0.59 -1.04 -0.09 -0.015
```
Positions in Å, forces in eV/Å.

=====

Number 1: E -8892.537 eV, LUMO energy 0.83 eV, F_max 0.0927 hartree/bohr. Number 2: E -33324.396 eV, LUMO energy 2.20 eV, F_max 0.0321 hartree/bohr.